# 1
Below is a structure of composition C14H19BrN4O2Rh in a non-equilibrium geometry, with properties calculated with ωB97M-V/def2-TZVPD.

Geometry as XYZ:
```
41
C14H19BrN4O2Rh | OMol25 | ωB97M-V/def2-TZVPD
Rh -0.0951 -0.0837 -0.0862
C -3.4359 -3.0168 -3.5299
C -3.1852 -2.1029 -2.3648
C -4.2268 -1.6190 -1.5794
C -4.0313 -0.7612 -0.4806
C -2.7095 -0.5059 -0.2954
Br -2.0822 0.7413 1.0132
N -1.6695 -0.9378 -0.9713
C -1.8818 -1.7355 -2.0359
H -4.4929 -3.2433 -3.6388
H -2.8906 -3.9530 -3.4047
H -3.0840 -2.5651 -4.4583
H -5.2470 -1.8938 -1.8214
H -4.8373 -0.3577 0.1143
H -1.0117 -2.0602 -2.5897
O 2.8483 -2.3787 -1.4288
C 1.9254 -1.8849 -0.8673
O 1.2954 -0.7703 -1.2646
C 1.2972 -2.4262 0.3833
C 1.6817 -3.6077 0.9761
C 0.9977 -4.0436 2.1049
C -0.0578 -3.2845 2.5953
C -0.3991 -2.1048 1.9671
N 0.2876 -1.6914 0.8885
H 2.4998 -4.1599 0.5316
H 1.2785 -4.9687 2.5906
H -0.6228 -3.5971 3.4619
H -1.2075 -1.4835 2.3211
N 2.4450 4.7323 1.2640
C 2.4279 3.2490 1.5463
C 1.4782 2.4964 0.6032
N 1.3970 1.0558 0.9600
H 3.0904 5.2109 1.9004
H 1.5273 5.1656 1.3903
H 2.7588 4.9422 0.3120
H 2.1280 3.1251 2.5856
H 3.4523 2.8973 1.4395
H 1.8351 2.5618 -0.4253
H 0.4756 2.9259 0.6490
H 1.1964 0.9502 1.9534
H 2.3001 0.6139 0.7936
```

For the energy above the lowest of the compared OMol25 structures with the same formula, charge and spin, the calculation gives 0.0 kJ/mol. As for the net charge: +3. The value obtained for the HOMO-LUMO gap is 7.8 eV. The value obtained for the electronic energy is -97905.603 eV.

# 2
Below is the ion C3H4N3S with charge -1 in a non-equilibrium geometry, with properties calculated with ωB97M-V/def2-TZVPD.

Geometry as XYZ:
```
11
C3H4N3S | OMol25 | ωB97M-V/def2-TZVPD
N -0.1309 -0.9628 -1.5672
N 0.0869 -0.2379 -0.3798
C 1.2794 0.3805 -0.0671
N 1.2681 0.9686 1.1130
C 0.1106 0.8235 1.7033
C -0.8520 -0.1190 0.5673
S -2.4099 -0.7241 0.4856
H -0.1874 -0.3073 -2.3522
H -1.0759 -1.3571 -1.4234
H 2.1151 0.3629 -0.7370
H -0.2041 1.1727 2.6575
```

For the energy above the lowest of the compared OMol25 structures with the same formula, charge and spin, the calculation gives 186.5 kJ/mol. As for the net charge: -1. The value obtained for the HOMO-LUMO gap is 5.9 eV. The value obtained for the electronic energy is -18480.549 eV.

# 3
Below is an isolated molecule of C3H7N5 in a non-equilibrium geometry, with properties calculated with ωB97M-V/def2-TZVPD.

Geometry as XYZ:
```
15
C3H7N5 | OMol25 | ωB97M-V/def2-TZVPD
H -3.2635 0.3208 -0.2696
N -2.8179 -0.7020 -0.0904
C -1.4772 -0.7501 -0.0449
N -0.9359 -1.9883 0.1136
N 0.3713 -2.0279 0.2034
N 0.7357 -0.6721 0.2962
C 2.0806 -0.3941 -0.2066
N -0.3618 0.1189 0.0000
C -0.4528 1.5347 0.1750
H 2.3202 -1.1218 -1.1301
H 2.7756 -0.8206 0.6027
H 2.3787 0.6793 -0.2602
H -1.2805 1.8670 -0.3389
H -0.6288 1.9759 1.2697
H 0.5562 1.9804 -0.3199
```

For the energy above the lowest of the compared OMol25 structures with the same formula, charge and spin, the calculation gives 426.9 kJ/mol. The value obtained for the HOMO-LUMO gap is 8.2 eV. The value obtained for the electronic energy is -10670.576 eV.

# 4
Below is a structure of composition C4H7Cl2N3S in a non-equilibrium geometry, with properties calculated with ωB97M-V/def2-TZVPD.

Geometry as XYZ:
```
17
C4H7Cl2N3S | OMol25 | ωB97M-V/def2-TZVPD
C 0.6617 -1.3168 -1.1124
C 2.3145 0.1221 -0.0794
C -0.0262 0.6646 0.1726
C -2.6372 0.1936 1.1610
N -0.3181 -0.5232 -0.5690
N 2.0065 -1.0407 -0.8209
N 1.3277 0.8333 0.4227
S -1.0901 1.0526 1.4850
Cl 3.8934 0.3038 0.5746
Cl -0.4983 2.0798 -1.5157
H 0.3932 -2.2048 -1.6317
H -3.4241 0.5452 1.7968
H -2.6484 -0.8985 1.3205
H -2.7706 0.5667 0.0392
H -1.3588 -0.7301 -0.7228
H 2.7303 -1.4603 -1.3896
H 1.4444 1.8125 0.8690
```

For the energy above the lowest of the compared OMol25 structures with the same formula, charge and spin, the calculation gives 142.0 kJ/mol. As for the net charge: +2. The value obtained for the HOMO-LUMO gap is 6.6 eV. The value obtained for the electronic energy is -44591.472 eV.